# 1
{
  "formula": "C7H23Br2CdN7O4",
  "method": "ωB97M-V/def2-TZVPD",
  "max_force_ev_per_a": 5.69,
  "gap_ev": 7.469,
  "de_lowest_ev": 2.1804,
  "homo_energy_ev": -7.07,
  "e_lumo_ev": 0.40,
  "symbols": ["Cd", "Br", "Br", "C", "O", "N", "N", "H", "H", "H", "H", "C", "O", "N", "N", "H", "H", "H", "H", "C", "O", "N", "N", "H", "H", "H", "H", "C", "C", "C", "O", "C", "N", "H", "H", "H", "H", "H", "H", "H", "H", "H", "H", "H"],
  "coordinates": [[14.1736, 26.3786, -14.1392], [11.6964, 26.3142, -13.4028], [16.8483, 26.7559, -14.8973], [14.9640, 27.9812, -11.5586], [14.8095, 27.0768, -12.3763], [15.9260, 28.1598, -10.7439], [14.2525, 29.0870, -11.5375], [15.7671, 28.9137, -10.0909], [16.7336, 27.5532, -10.7374], [13.3824, 29.0499, -12.0491], [14.4009, 29.8044, -10.8422], [13.4731, 29.2053, -15.5081], [14.0941, 28.3040, -14.9135], [12.9180, 30.2851, -14.9574], [13.1813, 29.2633, -16.8155], [12.7889, 30.9540, -15.7030], [13.3563, 30.5558, -14.0886], [13.7819, 28.6216, -17.3131], [13.1214, 30.2306, -17.0999], [14.7306, 23.3727, -13.1249], [14.5510, 24.3876, -13.7674], [15.0937, 23.3640, -11.8559], [14.6724, 22.1525, -13.6269], [14.9626, 24.1234, -11.2030], [15.4762, 22.5374, -11.4195], [14.0613, 22.1814, -14.4305], [14.9220, 21.3298, -13.0967], [12.0434, 24.1647, -16.3180], [13.4465, 24.5424, -16.7543], [13.6564, 24.7020, -18.2892], [12.8047, 25.7301, -18.8051], [11.7414, 25.2861, -19.6609], [13.7602, 25.8611, -16.2150], [12.1218, 23.8498, -15.2774], [11.7784, 23.1843, -16.7140], [11.2764, 24.9257, -16.4620], [14.2266, 23.9070, -16.3351], [13.5012, 23.7977, -18.8776], [14.6457, 25.0743, -18.5552], [11.1877, 24.4898, -19.1635], [12.2026, 24.8214, -20.5324], [11.0401, 26.1012, -19.8395], [14.4350, 26.3302, -16.8022], [12.9793, 26.4082, -16.5482]]
}

***

# 2
{
  "formula": "C4H8N2O2",
  "method": "ωB97M-V/def2-TZVPD",
  "max_force_ev_per_a": 4.96,
  "gap_ev": [6.753, 8.151],
  "de_lowest_ev": 4.9858,
  "homo_energy_ev": [-8.28, -9.05],
  "e_lumo_ev": [-1.53, -0.90],
  "symbols": ["C", "N", "C", "O", "H", "H", "H", "C", "C", "N", "O", "H", "H", "H", "H", "H"],
  "coordinates": [[-2.6204, 0.7929, 0.4117], [-1.4745, -0.0334, 0.6248], [-0.7129, -0.5442, -0.2970], [-0.8364, -1.2608, -1.2349], [-3.4777, 0.2813, 0.8659], [-2.4564, 1.7209, 0.9641], [-2.8546, 0.9730, -0.6406], [1.9092, -0.0253, -1.1364], [1.0773, 0.0510, 0.1352], [1.6291, -0.6860, 1.1929], [0.5121, 1.1748, 0.4390], [1.0809, -0.6367, 2.0408], [1.9065, -1.6296, 0.9660], [1.4636, 0.6021, -1.9030], [2.9348, 0.2710, -0.9228], [1.9194, -1.0508, -1.5059]]
}

***

# 3
{
  "formula": "C13H20N4O2S",
  "method": "ωB97M-V/def2-TZVPD",
  "max_force_ev_per_a": 1.75,
  "gap_ev": 9.485,
  "de_lowest_ev": 1.5418,
  "homo_energy_ev": -8.92,
  "e_lumo_ev": 0.57,
  "symbols": ["C", "C", "N", "N", "C", "N", "C", "O", "C", "C", "C", "O", "N", "C", "C", "C", "C", "C", "C", "S", "H", "H", "H", "H", "H", "H", "H", "H", "H", "H", "H", "H", "H", "H", "H", "H", "H", "H", "H", "H"],
  "coordinates": [[5.5528, -1.0830, 1.2465], [4.2477, -1.7638, 1.1080], [4.0895, -2.9354, 0.6116], [2.8307, -3.3581, 0.5834], [1.9999, -2.4980, 1.0648], [0.6500, -2.7120, 1.1375], [-0.2054, -1.7970, 1.6783], [0.1917, -0.7788, 2.2021], [-1.6716, -2.1590, 1.5518], [-2.1155, -2.0534, 0.0763], [-1.1029, -1.2433, -0.7366], [-0.3591, -1.8219, -1.5125], [-1.0308, 0.0822, -0.5261], [-1.8458, 0.8761, 0.3631], [-2.4403, 2.0686, -0.3892], [-1.3418, 2.9177, -1.0285], [-1.9336, 4.0885, -1.8065], [-0.5017, 2.0162, -1.9334], [0.0470, 0.8355, -1.1402], [2.7356, -1.0191, 1.6327], [5.7355, -0.8264, 2.2887], [5.5613, -0.1627, 0.6644], [6.3388, -1.7431, 0.8907], [0.3088, -3.5154, 0.6279], [-2.2296, -1.4678, 2.1837], [-1.8327, -3.1716, 1.9244], [-2.1346, -3.0431, -0.3827], [-3.1172, -1.6320, 0.0002], [-2.6516, 0.2778, 0.7818], [-1.2157, 1.2307, 1.1885], [-3.0276, 2.6700, 0.3066], [-3.1101, 1.7012, -1.1705], [-0.6985, 3.3116, -0.2333], [-1.1432, 4.6893, -2.2499], [-2.5227, 4.7253, -1.1506], [-2.5786, 3.7281, -2.6051], [0.3294, 2.5766, -2.3633], [-1.1203, 1.6436, -2.7527], [0.5997, 0.1519, -1.7865], [0.7127, 1.1941, -0.3450]]
}

***

# 4
{
  "formula": "C3H2N2O3",
  "method": "ωB97M-V/def2-TZVPD",
  "max_force_ev_per_a": 4.66,
  "gap_ev": [9.020, 9.020],
  "de_lowest_ev": 4.7529,
  "homo_energy_ev": [-9.29, -9.29],
  "e_lumo_ev": [-0.27, -0.27],
  "symbols": ["C", "C", "C", "N", "N", "O", "O", "O", "H", "H"],
  "coordinates": [[0.4251, 0.2226, 0.0568], [-1.4954, -1.2423, 0.1907], [0.9169, -0.0605, 1.3622], [0.3012, 0.7674, -1.0039], [-0.0578, 1.4756, -1.8974], [-0.9705, -1.7360, -0.6831], [0.4303, 0.4489, 2.3471], [-2.0999, -0.7322, 1.0015], [1.9951, -0.6934, 1.4248], [0.5550, 1.5500, -2.7988]]
}

***

# 5
{
  "formula": "CHO3Sn",
  "method": "ωB97M-V/def2-TZVPD",
  "max_force_ev_per_a": 4.27,
  "gap_ev": 6.188,
  "de_lowest_ev": 2.2650,
  "homo_energy_ev": -14.20,
  "e_lumo_ev": -8.01,
  "charge": 1,
  "symbols": ["Sn", "O", "C", "O", "O", "H"],
  "coordinates": [[1.4194, -1.6505, 2.1028], [-0.6546, 1.1051, -0.9320], [-0.1811, 0.2259, -0.0698], [0.3995, -0.8424, -0.4483], [-0.2200, 0.4742, 1.1433], [-0.7632, 0.6877, -1.7961]]
}

***

# 6
{
  "formula": "C4H11N3",
  "method": "ωB97M-V/def2-TZVPD",
  "max_force_ev_per_a": 1.66,
  "gap_ev": 8.732,
  "de_lowest_ev": 3.1161,
  "homo_energy_ev": -7.83,
  "e_lumo_ev": 0.90,
  "symbols": ["C", "C", "C", "N", "C", "H", "H", "H", "H", "H", "H", "H", "H", "H", "N", "N", "H", "H"],
  "coordinates": [[-1.0011, 1.1992, -0.0574], [1.4946, 0.9552, -0.3143], [0.1645, 0.2342, -0.1515], [-1.1082, -1.2215, 1.3962], [0.2084, -0.8208, 0.9211], [-1.0144, -1.9641, 2.0801], [-1.6405, -1.6106, 0.6198], [0.7940, -0.4662, 1.7765], [-0.9009, 1.8147, 0.8361], [-1.0308, 1.8533, -0.9289], [2.3132, 0.2409, -0.3933], [1.6849, 1.5983, 0.5443], [1.4891, 1.5740, -1.2120], [-1.9416, 0.6598, 0.0126], [0.0601, -1.7780, -1.6194], [-0.0426, -0.6016, -1.5424], [-0.2453, 0.0300, -2.3641], [0.7167, -1.6969, 0.3966]]
}